Entry 1:
{"formula": "C34H24F6N7O7S3Sn", "method": "ωB97M-V/def2-TZVPD", "symbols": ["Sn", "O", "S", "O", "N", "C", "C", "C", "C", "C", "C", "C", "C", "N", "C", "C", "C", "C", "C", "C", "C", "H", "H", "H", "H", "H", "H", "H", "H", "H", "H", "H", "F", "C", "F", "F", "S", "O", "O", "N", "S", "O", "O", "C", "F", "F", "F", "N", "C", "C", "C", "C", "C", "C", "C", "C", "C", "H", "H", "H", "H", "N", "C", "C", "N", "C", "H", "H", "H", "H", "O", "N", "C", "C", "C", "C", "C", "H", "H", "H", "H", "H"], "positions_angstrom": [[13.15706, 11.07586, 12.26221], [13.03944, 9.76638, 9.62021], [11.62710, 9.54116, 9.95893], [11.03818, 8.29860, 9.54566], [11.55052, 9.83973, 11.59007], [10.68753, 9.31216, 12.57456], [9.50539, 8.62757, 12.31994], [8.73474, 8.17477, 13.38886], [9.22259, 8.17259, 14.73566], [10.50122, 8.74569, 15.05190], [11.09232, 8.72750, 16.33923], [12.33261, 9.32883, 16.49433], [13.02280, 9.88664, 15.42834], [12.45302, 9.98214, 14.21629], [11.20634, 9.42636, 13.96570], [10.69084, 10.75730, 9.00573], [9.74667, 11.52117, 9.61867], [8.97568, 12.42868, 8.93490], [8.99331, 12.44625, 7.53217], [9.88676, 11.54433, 6.85959], [10.88631, 10.90146, 7.64673], [9.24220, 8.64914, 11.22063], [7.74504, 7.81661, 13.27236], [8.58936, 7.67504, 15.44525], [10.63909, 8.35881, 17.24351], [12.91440, 9.26646, 17.36029], [14.06609, 10.21268, 15.57267], [9.53218, 11.41222, 10.66394], [8.33867, 13.19675, 9.41869], [8.34464, 13.15502, 7.03420], [9.90437, 11.22922, 5.77894], [11.79863, 10.54971, 7.15848], [17.85068, 12.69396, 7.18086], [17.17642, 11.75290, 6.52800], [17.97710, 10.64919, 6.30601], [16.64621, 12.07858, 5.31373], [15.76722, 11.18714, 7.60426], [16.44517, 10.83864, 8.84444], [15.06833, 10.16975, 6.83380], [14.73880, 12.44433, 7.72318], [14.53321, 13.20252, 9.15211], [14.25147, 12.27837, 10.32050], [13.67917, 14.31872, 8.89123], [16.20086, 14.15209, 9.46379], [16.73371, 14.72454, 8.36210], [17.14806, 13.30457, 9.94123], [15.89222, 15.21888, 10.30735], [22.77558, 12.41588, 14.56530], [21.67386, 12.33177, 14.23215], [20.30185, 12.16351, 13.97355], [19.80951, 10.87690, 14.05761], [18.48948, 10.57410, 13.91894], [17.57926, 11.60725, 13.52804], [18.08094, 12.91110, 13.63805], [19.37584, 13.17837, 13.75091], [16.23979, 11.26708, 13.21897], [15.01864, 11.07345, 13.06732], [20.53463, 10.11555, 14.22528], [18.04666, 9.56509, 14.01131], [17.45355, 13.73221, 13.68360], [19.64891, 14.24388, 13.64918], [16.81729, 8.03483, 9.37364], [17.75463, 7.06007, 9.20913], [17.31342, 5.93877, 9.97658], [16.10123, 6.20980, 10.42498], [15.82087, 7.42962, 10.03664], [16.80016, 9.08064, 9.33476], [18.76541, 7.19939, 8.77628], [17.73999, 4.95957, 10.09769], [14.88651, 7.91451, 10.38228], [12.04926, 12.62637, 12.99530], [12.71658, 13.76955, 13.47324], [12.74506, 13.80289, 14.80989], [13.30990, 14.92564, 15.38919], [13.68855, 15.95880, 14.59265], [13.87518, 15.71206, 13.20877], [13.27900, 14.66063, 12.61661], [12.19754, 13.03236, 15.37454], [13.55698, 14.78467, 16.44938], [13.74153, 16.91857, 14.99349], [14.34372, 16.44582, 12.57189], [13.11275, 14.47495, 11.53882]], "lowdin_spin": [0.30, 0.03, 0.02, 0.01, 0.16, 0.01, 0.00, 0.00, 0.00, 0.00, 0.00, 0.00, 0.00, 0.00, 0.00, 0.00, 0.00, 0.00, 0.00, 0.00, 0.00, 0.00, 0.00, 0.00, 0.00, 0.00, 0.00, 0.00, 0.00, 0.00, 0.00, 0.00, 0.00, 0.00, 0.00, 0.00, 0.00, 0.00, 0.00, 0.00, 0.01, 0.09, 0.00, 0.01, 0.00, 0.00, 0.00, 0.01, 0.00, 0.01, 0.00, 0.01, 0.00, 0.01, 0.00, 0.04, 0.14, 0.00, 0.00, 0.00, 0.00, 0.00, 0.00, 0.00, 0.00, 0.00, 0.00, 0.00, 0.00, 0.00, 0.09, 0.01, 0.01, 0.00, 0.01, 0.00, 0.01, 0.00, 0.00, 0.00, 0.00, 0.00], "homo_energy_ev": [-6.734, -7.417], "multiplicity": 2, "relative_energy_kj_mol": 68.7, "charge": 0, "total_energy_ha": -4227.74651}

Entry 2:
{"formula": "CH3F2O3P", "method": "ωB97M-V/def2-TZVPD", "symbols": ["O", "O", "P", "C", "O", "F", "F", "H", "H", "H"], "positions_angstrom": [[-1.51230, 1.39661, 1.33722], [-1.62250, 0.30544, 0.44311], [-0.55911, -0.84388, 0.96728], [0.86696, -0.31927, -0.21044], [0.52787, -0.55752, -1.50929], [1.07817, 1.03058, 0.14240], [2.05202, -0.96443, -0.04041], [-0.93810, 2.07851, 0.89370], [-1.12843, -1.74951, 0.11416], [1.23541, -0.37653, -2.13773]], "nbo_charge": [-0.44, -0.52, 0.84, 0.65, -0.71, -0.38, -0.35, 0.47, -0.06, 0.49], "smiles": "OOPC(O)(F)F", "homo_energy_ev": -10.059, "relative_energy_kj_mol": 44.8, "charge": 0, "total_energy_ha": -806.60589}

Entry 3:
{"formula": "C25H48IrOP2", "method": "ωB97M-V/def2-TZVPD", "symbols": ["Ir", "C", "C", "C", "C", "C", "C", "H", "H", "H", "C", "H", "H", "H", "C", "H", "H", "H", "C", "H", "H", "H", "C", "H", "H", "H", "C", "C", "C", "C", "C", "C", "C", "C", "H", "H", "H", "H", "H", "H", "H", "H", "H", "H", "H", "H", "P", "C", "H", "H", "H", "C", "H", "H", "H", "C", "H", "H", "H", "P", "C", "H", "H", "H", "C", "H", "H", "H", "C", "H", "H", "H", "C", "O", "H", "H", "H"], "positions_angstrom": [[-0.51482, 0.07877, -0.89627], [-1.78772, 1.67906, 0.45400], [-2.37057, 0.78758, -0.60508], [-1.93512, -0.43920, 1.34694], [-1.74408, 0.91951, 1.63466], [-2.39392, -0.56937, -0.00555], [-1.74217, 3.16866, 0.34362], [-1.46908, 3.52555, -0.65791], [-1.09208, 3.64919, 1.07608], [-2.75982, 3.50001, 0.55681], [-1.54797, 1.44855, 2.99141], [-1.45295, 2.53894, 2.99494], [-0.70847, 0.97500, 3.51799], [-2.47198, 1.24739, 3.56414], [-2.03208, -1.52357, 2.35420], [-3.04432, -1.55263, 2.80162], [-1.29204, -1.38253, 3.15765], [-1.87588, -2.52575, 1.91640], [-3.17943, -1.71089, -0.53806], [-4.24517, -1.45162, -0.63524], [-3.09357, -2.58916, 0.10853], [-2.80514, -2.00943, -1.51881], [-3.15273, 1.24741, -1.75744], [-4.13541, 1.62303, -1.47224], [-3.29838, 0.41545, -2.43410], [-2.61313, 2.03617, -2.28799], [1.40440, 0.40432, -1.80413], [0.27327, 1.20848, -2.03412], [-0.25077, 1.44123, -3.44307], [-1.09122, 0.29659, -3.98774], [-1.07581, -0.94406, -3.10914], [0.04522, -1.71069, -3.00629], [1.34979, -1.34498, -3.69063], [2.12042, -0.22625, -2.99564], [0.55916, 1.62523, -4.14370], [-0.75172, 0.07421, -5.01714], [-0.82858, 2.36607, -3.45343], [2.34740, 0.51734, -3.76004], [1.88317, 0.38282, -0.82153], [-0.13130, 1.90380, -1.23348], [3.11050, -0.58699, -2.69583], [1.96595, -2.24697, -3.74099], [-0.03497, -2.79045, -2.76326], [1.19153, -1.06163, -4.74593], [-2.12721, 0.62599, -4.08626], [-2.08287, -1.39248, -2.95291], [1.61451, 1.55513, 1.30380], [1.42278, 2.57306, 2.83126], [2.33867, 3.18312, 2.87598], [1.32314, 1.92945, 3.71809], [0.55118, 3.24326, 2.72271], [3.36524, 0.92245, 1.37364], [3.94072, 1.74284, 1.83655], [3.72081, 0.72916, 0.34254], [3.37679, 0.01034, 2.00287], [1.85007, 2.98817, 0.11971], [2.07636, 2.57152, -0.87958], [2.68778, 3.55418, 0.54104], [0.90051, 3.56111, 0.12419], [1.00597, -1.94483, 0.66461], [-0.14584, -3.13737, -0.18262], [0.47486, -3.93882, -0.59883], [-0.69693, -2.60311, -0.97450], [-0.88173, -3.52115, 0.53493], [2.61365, -2.13744, -0.27036], [2.42901, -1.85436, -1.30896], [2.91417, -3.18105, -0.18445], [3.36084, -1.47104, 0.17497], [1.41143, -3.07776, 2.10587], [1.69904, -4.07778, 1.73549], [0.53282, -3.16691, 2.76742], [2.24179, -2.65423, 2.69489], [0.97200, -0.67766, 4.29744], [0.84972, -0.39412, 2.91656], [1.39263, -1.72196, 4.48949], [-0.03156, -0.69375, 4.77793], [1.57123, 0.06184, 4.92225]], "lowdin_spin": [1.51, 0.24, 0.11, 0.24, 0.27, 0.11, 0.03, 0.00, 0.00, 0.01, 0.04, 0.00, 0.01, 0.01, 0.03, 0.01, 0.00, 0.00, 0.01, 0.00, 0.00, 0.00, 0.01, 0.00, 0.00, 0.00, 0.18, 0.16, 0.02, 0.00, 0.01, 0.19, 0.03, 0.03, 0.00, 0.00, 0.00, 0.00, 0.01, 0.06, 0.00, 0.00, 0.01, 0.01, 0.00, 0.00, 0.29, 0.05, 0.01, 0.00, 0.00, 0.04, 0.01, 0.00, 0.00, 0.04, 0.00, 0.01, 0.00, 0.14, 0.02, 0.00, 0.01, 0.00, 0.02, 0.00, 0.00, 0.00, 0.04, 0.00, 0.00, 0.00, 0.08, 0.80, 0.05, 0.01, 0.01], "homo_energy_ev": [-12.909, -13.897], "multiplicity": 6, "charge": 2, "total_energy_ha": -1842.73356}